# 1
{
  "formula": "C42H35Cl5MnN3P2",
  "method": "the ωB97M-V functional and the def2-TZVPD basis",
  "total_charge": 1,
  "fmax_ha_per_bohr": 0.0536,
  "multiplicity": 6,
  "homo_ev": [-10.80, -10.91],
  "total_energy_ev": -161097.1426,
  "gap_ev": [8.95, 8.54],
  "s2": 8.760,
  "symbols": ["Mn", "C", "N", "C", "P", "C", "C", "C", "C", "C", "C", "C", "C", "C", "C", "C", "C", "C", "C", "C", "C", "C", "C", "P", "C", "C", "C", "C", "C", "C", "C", "C", "C", "C", "C", "C", "H", "H", "H", "H", "H", "H", "H", "H", "H", "H", "H", "H", "H", "H", "H", "H", "H", "H", "H", "H", "H", "H", "H", "H", "H", "H", "H", "H", "H", "C", "N", "C", "C", "N", "C", "H", "H", "H", "H", "H", "H", "Cl", "C", "C", "C", "Cl", "C", "Cl", "C", "Cl", "C", "Cl"],
  "xyz": [[0.75923, 0.55025, 1.33091], [-2.14647, 0.18027, -1.01482], [-1.14331, -0.58359, -1.71682], [-0.04776, 0.17412, -2.38902], [1.24552, 0.78299, -1.15658], [2.78776, -0.09994, -1.56227], [2.72364, -1.45426, -1.81238], [3.93759, -2.15988, -1.85350], [5.17701, -1.47924, -1.84244], [5.16561, -0.10624, -1.68541], [3.99472, 0.58450, -1.49694], [1.39789, 2.43710, -1.92249], [1.09498, 3.60884, -1.14501], [1.11898, 4.84222, -1.72172], [1.46591, 4.95473, -3.07237], [1.81736, 3.89275, -3.87016], [1.78927, 2.63012, -3.24854], [-1.60851, -1.56500, -2.65622], [-2.57319, -1.23364, -3.60865], [-2.98611, -2.21357, -4.51948], [-2.49488, -3.52248, -4.48330], [-1.48532, -3.79216, -3.56654], [-1.08571, -2.82296, -2.65018], [-1.99434, -0.16096, 0.80302], [-2.44444, -1.95705, 0.80889], [-3.69183, -2.35102, 0.39211], [-3.99337, -3.69047, 0.34361], [-2.97149, -4.62427, 0.68977], [-1.70107, -4.28240, 1.09058], [-1.47422, -2.89009, 1.17884], [-3.45847, 0.83712, 1.44842], [-4.23143, 1.71972, 0.65621], [-5.34537, 2.35236, 1.21409], [-5.59711, 2.15038, 2.57056], [-4.85003, 1.31804, 3.32187], [-3.72273, 0.69626, 2.78350], [-3.14068, -0.03844, -1.43296], [-2.04350, 1.27708, -1.13718], [-0.43677, 1.07990, -2.87159], [0.43776, -0.41246, -3.16161], [1.76084, -1.94495, -1.82173], [3.97231, -3.22487, -1.92380], [6.11200, -1.94908, -1.94910], [6.08746, 0.42966, -1.60521], [3.96747, 1.62813, -1.24109], [0.77356, 3.54409, -0.04724], [0.87741, 5.76323, -1.21333], [1.55927, 5.92361, -3.55917], [2.03992, 4.05259, -4.93029], [2.20945, 1.83548, -3.84239], [-3.01000, -0.19633, -3.57400], [-3.70429, -1.93692, -5.27215], [-2.88194, -4.27493, -5.12759], [-0.96989, -4.75367, -3.59932], [-0.34549, -3.02824, -1.88895], [-4.43733, -1.56009, 0.17084], [-5.01149, -3.94785, 0.07660], [-3.14247, -5.68047, 0.66676], [-1.01468, -5.07305, 1.33205], [-0.46502, -2.56630, 1.44542], [-3.92889, 1.95337, -0.35714], [-5.98449, 3.02548, 0.66949], [-6.49656, 2.64970, 2.99373], [-5.11163, 1.08956, 4.36656], [-3.11434, 0.03614, 3.40425], [3.91541, -3.54697, 3.15554], [2.86225, -2.51209, 3.15920], [1.85849, -2.41085, 4.05324], [0.91207, -1.57183, 3.53751], [1.37194, -1.13527, 2.26753], [2.56336, -1.66971, 2.13467], [3.50473, -4.50495, 2.89947], [4.30761, -3.64592, 4.19047], [4.72283, -3.21110, 2.50298], [1.80889, -3.00612, 4.98437], [-0.06967, -1.21885, 3.88327], [3.25947, -1.50507, 1.32602], [-1.25842, 3.20394, 2.48934], [0.46108, 3.46249, 2.69969], [1.35865, 2.42762, 2.30026], [2.70161, 2.75945, 2.40798], [3.83639, 1.48998, 1.93478], [3.21566, 3.99192, 2.85290], [4.92752, 4.26794, 3.00572], [2.28824, 4.90991, 3.30110], [2.77551, 6.44229, 3.89427], [0.90357, 4.67185, 3.17752], [-0.21349, 5.88840, 3.63473]],
  "forces_ev_per_angstrom": [[-0.8179, 1.3342, -0.0464], [-0.1569, 0.7676, -0.1275], [1.5797, -0.4158, -1.1449], [-0.6255, 0.2321, 1.4016], [-0.3583, 0.5985, -1.3287], [-0.7041, 0.7520, -0.1780], [1.1893, -0.6560, 0.6936], [0.6481, 0.6328, -0.4198], [-2.2152, 0.4166, 0.1112], [0.3668, 0.1395, 0.3143], [-0.6764, -0.2149, 0.1641], [0.4928, 1.7084, 1.0063], [-0.7605, -1.6671, 1.4650], [0.2642, 0.6872, -1.2802], [0.3387, 1.0749, -0.5479], [-0.5638, -0.7648, 1.0014], [0.5308, 0.0886, -0.5674], [-1.3801, 0.7606, -0.1048], [-0.3243, 0.3422, -0.0550], [-0.2320, 0.3556, 0.2421], [0.5921, 1.2850, 0.8504], [0.1214, -0.3335, -0.1537], [0.6797, -0.8623, 0.1163], [-0.3738, 0.4755, -0.2715], [1.2913, 0.7729, 0.6639], [-1.0369, 0.5552, -0.0314], [0.7959, -0.5428, 0.3342], [-1.1512, -0.1435, -0.3797], [-1.2185, 1.9901, -0.2175], [1.0756, -0.5285, -0.2418], [1.0007, -0.2738, -1.1062], [-0.0930, -0.0792, 0.2903], [1.1551, -0.3250, 0.3935], [-2.3666, 1.2381, -0.6794], [1.0986, -1.1644, 1.7508], [-0.6832, -0.4354, 0.5956], [0.1303, -0.1347, 0.4917], [0.2849, -0.3627, -0.1240], [0.0051, -0.0798, 0.0401], [-0.0170, -0.3024, 0.0649], [0.0222, -0.2737, -0.1337], [-0.2589, -0.5600, -0.1860], [0.8052, -0.8840, -0.0560], [0.4903, 0.2141, -0.1394], [0.2574, 0.3197, -0.1062], [0.5957, -0.2020, -1.7080], [-0.0248, -0.1423, 0.3934], [-0.3518, 0.1161, 0.4149], [0.1548, -0.3211, 0.5415], [-0.2878, -0.6430, 0.0121], [0.4307, -1.2527, -0.4297], [-0.2773, -0.0214, -0.0945], [-0.0792, -0.3757, -0.5346], [-0.3120, 0.1624, 0.2599], [0.1147, -0.2533, -0.0027], [0.3641, -0.7533, 0.0196], [0.2393, -0.5237, -0.0319], [-0.6275, -0.4359, -0.2082], [0.4377, 0.1827, 0.1238], [-0.4300, 0.1521, 0.0524], [-0.2429, -0.2124, -0.0428], [0.0812, 0.0688, -0.3195], [0.8090, -0.4573, -0.1869], [0.1281, 0.3832, -0.5266], [-0.1593, 0.1473, -0.1170], [0.3292, 1.0717, 1.3204], [0.6253, 0.2483, -1.0763], [-1.7874, -0.5281, 1.4940], [-0.0321, 0.4196, -1.0312], [0.4563, -0.5380, 1.8948], [0.5236, -1.1080, -0.0813], [-0.1742, -0.3266, -0.5088], [-0.1400, 0.2177, -0.6754], [-0.1669, -0.2830, -0.0005], [0.2152, 0.5451, -0.8308], [0.7792, -0.4332, 0.0575], [-0.1386, -0.0424, -0.1553], [0.3395, -0.1724, -0.0007], [0.6271, -1.1671, -0.6476], [-0.7139, 0.6710, 0.1073], [-0.0268, -0.2646, -0.1064], [0.0040, 0.2112, -0.0526], [0.1262, -0.8648, 0.3475], [-0.6855, -0.0318, -0.1497], [-0.4298, 0.7029, -0.2971], [0.3291, 0.0348, 0.0942], [0.2842, 0.1499, 0.2533], [-0.1086, 0.1318, 0.0652]]
}

# 2
{
  "formula": "C42H35CuF9GeN2OP",
  "method": "the ωB97M-V functional and the def2-TZVPD basis",
  "total_charge": -2,
  "fmax_ha_per_bohr": 0.3311,
  "homo_ev": [1.09, 1.09],
  "total_energy_ev": -184033.5704,
  "gap_ev": [3.20, 3.20],
  "symbols": ["Cu", "C", "N", "C", "N", "O", "H", "H", "H", "H", "H", "H", "C", "Ge", "C", "C", "C", "C", "C", "C", "C", "C", "C", "C", "C", "C", "C", "C", "C", "C", "C", "C", "H", "H", "H", "H", "H", "H", "H", "H", "H", "H", "H", "H", "H", "H", "H", "H", "F", "C", "F", "F", "C", "C", "C", "C", "C", "C", "P", "C", "C", "C", "C", "C", "C", "C", "F", "F", "F", "C", "C", "C", "C", "C", "C", "C", "F", "F", "F", "H", "H", "H", "H", "H", "H", "H", "H", "H", "H", "H", "H", "H"],
  "xyz": [[-0.45612, 1.15703, -1.46113], [1.06045, 5.01277, -0.16542], [0.35981, 3.87184, -0.69768], [-0.80197, 3.85213, -1.38592], [-1.39827, 5.03616, -1.61530], [-1.29184, 2.80298, -1.78409], [1.96749, 4.66518, 0.33428], [0.41667, 5.53143, 0.54973], [1.32171, 5.69032, -0.98251], [0.75486, 2.94974, -0.55993], [-1.02419, 5.91523, -1.30329], [-2.26734, 5.02461, -2.12990], [-1.97626, 0.63512, -0.18733], [-1.53819, 1.13943, 1.64218], [-0.04466, 0.00844, 2.15567], [1.19870, 0.49927, 2.58335], [2.22354, -0.38454, 2.93856], [2.01671, -1.76372, 2.87063], [0.78341, -2.26169, 2.44719], [-0.24141, -1.38017, 2.09187], [-1.52170, 3.08233, 1.67064], [-0.40622, 3.84936, 2.04100], [-0.47587, 5.24679, 2.03715], [-1.65773, 5.89010, 1.66455], [-2.77272, 5.13624, 1.29502], [-2.70487, 3.74025, 1.29812], [-2.96152, 0.64127, 2.83871], [-2.84120, 0.91890, 4.20630], [-3.86724, 0.56301, 5.08709], [-5.01572, -0.07112, 4.60381], [-5.13860, -0.34971, 3.23905], [-4.11347, 0.00545, 2.35638], [-2.90771, 1.14904, -0.50087], [1.39786, 1.54752, 2.65048], [3.17995, 0.00133, 3.26754], [2.81094, -2.44540, 3.14616], [0.62069, -3.33045, 2.39422], [-1.19294, -1.78171, 1.76616], [0.51752, 3.39644, 2.33201], [0.38872, 5.83171, 2.32361], [-1.70930, 6.97121, 1.66247], [-3.69011, 5.63280, 1.00629], [-3.57896, 3.16992, 1.01016], [-1.95462, 1.40973, 4.58767], [-3.77224, 0.77844, 6.14348], [-5.80961, -0.34641, 5.28592], [-6.02784, -0.84070, 2.86554], [-4.22035, -0.21574, 1.30311], [1.93553, -6.73508, 1.99456], [2.95322, -6.02999, 1.37793], [3.55998, -6.85489, 0.44660], [3.89285, -5.67097, 2.32727], [2.38632, -4.78749, 0.73796], [2.49523, -4.55184, -0.64422], [1.96037, -3.38957, -1.20847], [1.30611, -2.44291, -0.40002], [1.20273, -2.67790, 0.97647], [1.73568, -3.83846, 1.54107], [0.59385, -0.91086, -1.05539], [-0.66163, -1.80495, -1.99425], [-0.37777, -2.35619, -3.25371], [-1.36385, -3.04543, -3.96231], [-2.65257, -3.19462, -3.42799], [-2.93747, -2.63638, -2.16788], [-1.94757, -1.94626, -1.45950], [-3.69378, -3.94682, -4.21788], [-3.88899, -3.32053, -5.43569], [-4.90440, -3.99966, -3.54959], [-3.25644, -5.23993, -4.44120], [2.15450, -0.35982, -1.78076], [2.20136, -0.00166, -3.13463], [3.40188, 0.41006, -3.71880], [4.57973, 0.47421, -2.95357], [4.52727, 0.12967, -1.59292], [3.32465, -0.28006, -1.00947], [5.89292, 0.90309, -3.55903], [5.76336, 1.20523, -4.90376], [6.36176, 2.02401, -2.89847], [6.81585, -0.11872, -3.42528], [2.99449, -5.26065, -1.29178], [2.06951, -3.23263, -2.27052], [0.70552, -1.95872, 1.61590], [1.64141, -3.99761, 2.60853], [0.60189, -2.25913, -3.69667], [-1.12207, -3.46489, -4.93157], [-3.92106, -2.73131, -1.72712], [-2.18398, -1.52453, -0.49079], [1.30866, -0.04048, -3.74446], [3.40443, 0.67308, -4.76863], [5.42172, 0.17500, -0.98348], [3.30947, -0.54394, 0.04022], [0.77108, 1.57836, -2.48946]],
  "forces_ev_per_angstrom": [[0.2333, -1.7724, 0.0349], [-0.2357, 0.1229, -1.0466], [0.5959, -0.2690, 0.1709], [0.5615, -0.4976, 0.2264], [-0.6312, 1.2744, -0.7253], [-1.3558, 2.5760, -0.6394], [-0.1196, 0.1098, -0.0500], [0.8539, 0.0462, -0.9232], [0.3401, 0.1444, -0.0468], [-0.0490, -0.0020, -0.2019], [-0.0812, -0.1648, 0.1147], [0.3171, -0.0606, 0.2527], [0.4454, -0.2454, 0.9200], [-0.7035, -1.2810, -3.9153], [0.0755, -1.1982, 0.7176], [0.8653, 0.0193, 0.0022], [-0.9436, -0.8484, -0.1355], [2.8520, 2.7974, 3.8843], [-0.3705, -3.8687, 14.0029], [-7.0091, 7.3796, 4.4346], [0.5031, 0.4456, 1.3254], [-1.1705, 0.9882, 0.0544], [-1.0412, -0.4381, 0.9712], [-0.0467, -0.0922, 0.2315], [0.3854, -0.6328, 0.1602], [0.2531, 0.7787, 0.1923], [-0.6266, -0.0100, 0.9039], [-0.9952, -0.4715, -0.0795], [-0.0114, -0.0765, -0.3552], [0.3048, 0.1026, -0.2537], [0.4578, 0.2645, 0.2382], [-0.1845, 0.1027, 0.9316], [0.0884, 0.2524, 0.0998], [-0.0147, 0.4630, -0.0334], [0.1072, -0.0461, 0.0073], [-0.0580, 0.0052, -0.0320], [-3.7519, 1.7773, 3.7822], [0.1287, -0.1109, -0.1228], [0.3747, -0.3688, 0.1291], [-0.0430, 0.0626, 0.2991], [0.0016, 0.1156, 0.0138], [-0.0825, 0.0462, -0.0269], [0.0405, -0.1627, -0.0362], [0.0943, 0.0493, 0.0018], [-0.0259, -0.0017, 0.1241], [-0.0600, -0.0239, 0.0713], [-0.0996, -0.0407, -0.0174], [0.3011, 0.0750, -0.2177], [1.6025, 0.2446, -0.3249], [-0.2857, 0.6421, -0.5331], [-0.5948, 0.6101, 1.5790], [-0.9463, -1.1307, -0.7841], [-0.1540, 0.4807, -0.2066], [-0.1471, 0.3450, -0.1054], [0.3091, -1.1000, 1.5797], [0.5785, -0.3950, 0.6595], [6.3654, -8.5284, -6.7197], [3.5585, -4.5398, -4.3693], [-0.5651, 2.3717, 2.0610], [0.1091, -0.1058, -1.5716], [-0.9652, -0.2288, 0.1987], [-0.1900, -0.0011, 0.1622], [0.1331, 0.4106, 0.4710], [0.5980, -0.1322, -0.4765], [-0.2018, -0.9437, -0.3311], [0.6340, 0.7063, 0.8005], [-0.3240, -1.2858, 0.9230], [1.2154, -0.2917, -1.3118], [-1.0950, 1.0597, -0.3249], [0.2684, -1.1214, -0.9019], [1.0753, 0.1547, -0.3052], [0.1175, -0.2057, 0.4271], [-0.4636, 0.0075, -0.1430], [-0.3461, 0.1136, -0.1968], [0.1403, -0.0829, -0.7237], [-1.3576, -0.3161, 0.3769], [0.8106, -0.2147, 1.5395], [0.3547, -1.1291, -1.0898], [-0.1760, 1.4839, -0.4306], [0.0302, -0.1105, 0.0980], [-0.0741, 0.1569, -0.0281], [-1.6226, 6.8215, -15.5137], [1.4842, -1.4073, -0.4683], [0.1113, 0.0751, -0.0273], [-0.0680, -0.0347, -0.0461], [-0.0205, -0.0525, -0.0460], [0.1265, 0.4271, 0.0224], [0.1278, -0.0505, 0.1430], [0.1232, 0.0284, 0.0151], [0.0352, 0.0514, -0.0111], [-0.0753, -0.0318, 0.0723], [-0.7063, -0.0656, 0.4222]]
}